No. 1
Entry from OMol25: a 5-piece molecular cluster, C44H94BrN6O14P overall (the ωB97M-V functional and the def2-TZVPD basis).

```
160
Properties=species:S:1:pos:R:3
C -0.047 6.401 -0.802
C -0.700 5.290 -1.604
O -1.058 4.160 -0.769
P -2.386 4.230 0.072
O -3.052 5.546 0.040
C -2.008 3.756 1.779
C -0.520 3.651 2.098
C -0.090 2.630 3.192
C -0.809 1.386 2.912
N -1.401 0.429 2.682
C 1.398 2.349 2.806
O 2.138 1.628 3.765
C 2.277 0.275 3.668
C 2.352 -0.362 2.316
O 2.403 -0.348 4.683
C -0.261 3.137 4.672
C 0.846 4.091 4.866
N 1.701 4.837 5.012
C -0.065 2.072 5.790
C -1.178 1.009 5.924
C -0.704 -0.426 5.819
O -1.795 -1.259 6.198
C -1.378 -2.465 6.792
C -1.613 3.850 4.994
C -1.627 5.322 5.408
C -3.026 5.687 5.934
Br -1.238 6.555 3.957
O -3.350 3.105 -0.517
C -4.603 3.005 0.183
C -4.841 1.577 0.653
H -0.542 6.494 0.162
H -0.176 7.353 -1.311
H 1.013 6.212 -0.663
H 0.023 4.886 -2.308
H -1.551 5.639 -2.179
H -2.576 2.854 2.001
H -2.463 4.570 2.336
H 0.001 3.358 1.187
H -0.085 4.610 2.372
H 1.905 3.297 2.646
H 1.371 1.853 1.839
H 1.427 -0.201 1.762
H 2.462 -1.429 2.474
H 3.177 0.028 1.726
H 0.912 1.606 5.760
H -0.080 2.646 6.716
H -1.986 1.145 5.208
H -1.651 1.108 6.901
H 0.164 -0.618 6.449
H -0.459 -0.658 4.783
H -2.270 -3.039 7.033
H -0.768 -3.065 6.112
H -0.833 -2.282 7.722
H -2.023 3.345 5.866
H -2.358 3.712 4.216
H -0.932 5.495 6.223
H -2.962 6.490 6.663
H -3.484 4.835 6.436
H -3.678 5.989 5.121
H -4.653 3.690 1.028
H -5.405 3.306 -0.489
H -4.536 1.419 1.685
H -4.280 0.881 0.034
H -5.894 1.319 0.569
C 8.585 -3.348 5.243
O 7.872 -4.567 5.302
C 7.220 -4.825 6.538
C 5.717 -4.674 6.434
N 5.320 -3.284 6.258
C 3.924 -3.071 5.876
C 3.389 -3.727 4.608
O 3.883 -3.195 3.393
C 5.169 -3.644 3.006
H 9.229 -3.393 4.366
H 7.922 -2.482 5.137
H 9.208 -3.209 6.131
H 7.626 -4.190 7.331
H 7.439 -5.864 6.797
H 5.266 -5.052 7.357
H 5.383 -5.318 5.610
H 5.915 -2.854 5.563
H 3.782 -1.996 5.768
H 3.294 -3.391 6.713
H 2.313 -3.536 4.590
H 3.511 -4.818 4.617
H 5.329 -4.691 3.276
H 5.958 -3.027 3.447
H 5.234 -3.551 1.923
C 2.502 -3.770 0.204
O 3.797 -4.323 0.068
C 3.841 -5.742 0.004
C 4.159 -6.240 -1.390
N 3.056 -6.002 -2.309
C 3.361 -6.193 -3.724
C 4.496 -5.398 -4.363
O 4.246 -4.015 -4.516
C 4.440 -3.226 -3.359
H 2.628 -2.732 0.505
H 1.941 -3.789 -0.738
H 1.927 -4.292 0.973
H 2.909 -6.175 0.378
H 4.649 -6.061 0.670
H 4.349 -7.317 -1.340
H 5.090 -5.750 -1.706
H 2.705 -5.063 -2.178
H 2.446 -5.958 -4.273
H 3.566 -7.258 -3.885
H 4.611 -5.785 -5.379
H 5.459 -5.554 -3.862
H 5.285 -3.580 -2.763
H 3.543 -3.193 -2.733
H 4.649 -2.208 -3.690
C -2.925 -4.612 -8.515
O -1.560 -4.691 -8.871
C -0.962 -3.458 -9.249
C -0.009 -2.938 -8.194
N -0.712 -2.490 -7.000
C 0.133 -2.232 -5.836
C 1.017 -3.348 -5.293
O 0.326 -4.404 -4.652
C -0.249 -5.370 -5.509
H -3.313 -5.629 -8.498
H -3.072 -4.173 -7.522
H -3.493 -4.029 -9.246
H -1.727 -2.714 -9.492
H -0.387 -3.654 -10.158
H 0.543 -2.091 -8.613
H 0.713 -3.738 -7.985
H -1.412 -3.174 -6.748
H -0.531 -1.918 -5.027
H 0.775 -1.375 -6.070
H 1.645 -2.907 -4.516
H 1.707 -3.746 -6.046
H 0.374 -5.553 -6.389
H -1.254 -5.082 -5.831
H -0.336 -6.298 -4.944
C -4.045 6.981 -2.988
O -3.916 5.823 -3.798
C -4.412 4.628 -3.202
C -5.724 4.189 -3.817
N -6.818 5.082 -3.457
C -8.052 4.900 -4.218
C -8.020 5.026 -5.738
O -7.818 6.337 -6.225
C -6.478 6.789 -6.226
H -3.409 7.750 -3.425
H -5.072 7.361 -2.972
H -3.726 6.787 -1.960
H -4.496 4.742 -2.120
H -3.668 3.850 -3.394
H -5.961 3.184 -3.451
H -5.572 4.124 -4.902
H -6.513 6.040 -3.555
H -8.766 5.638 -3.845
H -8.458 3.913 -3.969
H -9.009 4.734 -6.099
H -7.304 4.335 -6.200
H -5.779 5.983 -6.462
H -6.199 7.240 -5.270
H -6.394 7.559 -6.993
```

Properties
Orbital gap   8.88 eV
Total charge   0
SMILES   CCOP(=O)(CC[C@@](C#N)(COC(C)=O)[C@](C#N)(CCCOC)C[C@H](C)Br)OCC.COCCNCCOC.COCCNCCOC.COCCNCCOC.COCCNCCOC
LUMO level   0.33 eV
Energy relative to the best compared isomer or geometry (same formula, charge and spin)   0.00 kcal/mol

No. 2
Entry from OMol25: C37H35CaClN2S2Si2 as an isolated structure (the ωB97M-V functional and the def2-TZVPD basis).

```
80
Properties=species:S:1:pos:R:3
C -2.617 -1.029 4.512
C -1.633 -0.015 4.321
C -2.163 0.928 3.376
H -0.703 0.091 4.893
C -3.461 0.486 2.999
C -3.731 -0.727 3.690
H -4.667 -1.290 3.654
H -2.563 -1.846 5.234
H -1.700 1.882 3.102
H -4.163 1.024 2.362
Ca -1.457 -1.066 1.843
Si 1.200 3.118 -1.139
C 2.898 2.647 -1.756
C 3.040 2.222 -3.084
H 2.164 2.186 -3.755
C 4.270 1.767 -3.552
H 4.336 1.355 -4.554
C 5.378 1.797 -2.706
H 6.328 1.377 -3.048
C 5.273 2.423 -1.465
H 6.160 2.510 -0.829
C 4.042 2.874 -0.987
H 3.964 3.367 -0.006
C 0.701 3.960 -2.719
C 1.427 5.022 -3.291
H 2.228 5.515 -2.724
C 1.149 5.448 -4.595
H 1.755 6.241 -5.051
C 0.087 4.881 -5.312
H -0.132 5.230 -6.330
C -0.731 3.953 -4.677
H -1.614 3.561 -5.199
C -0.466 3.541 -3.369
H -1.174 2.884 -2.860
H 1.429 4.260 -0.234
Si 1.043 -0.311 -2.679
C -0.632 0.250 -2.025
C -0.649 1.309 -1.093
H 0.373 1.689 -0.620
C -1.803 1.721 -0.431
H -1.712 2.522 0.293
C -2.999 1.074 -0.671
H -3.903 1.380 -0.129
C -3.017 0.053 -1.624
H -3.938 -0.514 -1.764
C -1.893 -0.290 -2.354
H -1.934 -1.089 -3.103
C 2.153 -0.407 -1.176
C 1.694 -0.159 0.140
H 0.617 -0.226 0.312
C 2.553 0.024 1.199
H 2.159 0.298 2.185
C 3.930 -0.197 1.019
H 4.612 -0.072 1.867
C 4.372 -0.667 -0.219
H 5.430 -0.940 -0.333
C 3.495 -0.806 -1.297
H 3.861 -1.240 -2.224
H 0.800 -1.608 -3.124
Cl -0.533 -2.515 0.015
C 1.746 -2.717 3.293
C 0.648 -3.726 3.392
N -0.601 -3.504 3.084
C -1.403 -4.640 3.201
C -0.727 -5.713 3.759
S 0.949 -5.377 3.983
C -2.760 -4.642 2.701
C -3.620 -5.733 2.693
S -5.149 -5.363 1.981
C -4.498 -3.741 1.585
N -3.303 -3.516 2.066
C -5.278 -2.766 0.776
H 2.685 -3.175 3.646
H 1.857 -2.405 2.243
H 1.489 -1.851 3.924
H -1.190 -6.655 4.003
H -3.362 -6.713 3.073
H -5.962 -3.335 0.125
H -5.869 -2.101 1.422
H -4.585 -2.182 0.143
```

Properties
Orbital gap (spin up / spin down)   7.23 / 5.24 eV
Total charge   0
LUMO level (spin up / spin down)   -0.13 / -1.11 eV

No. 3
Entry from OMol25: one molecule with the formula C3H2ClF3 (the ωB97M-V functional and the def2-TZVPD basis).

```
9
Properties=species:S:1:pos:R:3
C -0.845 -0.343 0.062
C -0.200 0.999 0.393
C 0.456 -0.923 -0.410
F 0.675 1.181 1.345
F 0.145 1.754 -0.630
F 0.862 -0.547 -1.585
Cl 1.695 -1.279 0.641
H -1.272 -0.738 0.855
H -1.515 -0.104 -0.673
```

Properties
Orbital gap (spin up / spin down)   8.53 / 8.60 eV
Total charge   0
LUMO level (spin up / spin down)   0.63 / 0.55 eV
Energy relative to the best compared isomer or geometry (same formula, charge and spin)   66.26 kcal/mol

No. 4
Entry from OMol25: C3H8OSn as an isolated structure (the ωB97M-V functional and the def2-TZVPD basis).

```
13
Properties=species:S:1:pos:R:3
Sn -2.676 1.134 0.298
C 1.178 0.817 0.058
C -0.232 0.233 -0.122
C -0.239 -1.262 -0.612
O -0.973 0.233 1.029
H 1.898 0.611 -0.734
H 1.612 0.317 0.924
H 1.246 1.885 0.267
H -0.701 0.903 -0.842
H 0.092 -1.283 -1.651
H -1.199 -1.737 -0.411
H 0.430 -1.866 0.000
H -0.437 0.015 1.795
```

Properties
Orbital gap   8.87 eV
Total charge   +2
LUMO level   -11.88 eV
Energy relative to the best compared isomer or geometry (same formula, charge and spin)   0.61 kcal/mol

No. 5
Entry from OMol25: C10H37HgN6O12 as an isolated structure (the ωB97M-V functional and the def2-TZVPD basis).

```
66
Properties=species:S:1:pos:R:3
Hg -5.242 -3.105 -2.379
C -2.349 -3.441 -0.593
O -3.708 -3.707 -0.638
H -1.754 -4.348 -0.491
H -1.937 -2.988 -1.495
H -1.970 -2.777 0.184
C 0.371 -4.281 -4.952
C -0.791 -3.714 -4.220
O -0.903 -2.263 -4.273
O 0.248 -4.016 -6.375
H 0.428 -5.362 -4.821
H 1.353 -3.899 -4.674
H -0.802 -4.105 -3.203
H -1.710 -4.108 -4.654
H -0.320 -1.955 -3.576
H -0.001 -3.089 -6.411
C 2.618 -1.397 -1.287
C 1.006 -1.455 -1.245
O 0.430 -0.863 -2.302
O 3.103 -0.060 -1.012
H 2.951 -1.571 -2.310
H 2.948 -2.165 -0.587
H 0.651 -0.946 -0.349
H 0.661 -2.485 -1.149
H 0.937 -0.069 -2.485
H 4.003 0.003 -1.337
C 1.433 -5.707 2.488
C 0.020 -5.518 2.000
O -0.776 -4.758 2.860
O 2.223 -4.534 2.379
H 1.904 -6.559 1.997
H 1.519 -6.004 3.533
H -0.479 -6.481 1.892
H 0.012 -5.127 0.983
H -0.709 -5.194 3.712
H 1.925 -3.970 3.097
C -4.730 -5.823 2.323
O -5.187 -6.563 3.124
N -5.416 -5.208 1.401
N -3.502 -5.485 2.256
H -4.923 -4.664 0.708
H -6.407 -5.373 1.297
H -3.159 -4.905 1.503
H -2.887 -5.722 3.022
C -2.873 -7.727 -1.043
O -2.327 -8.696 -0.590
N -3.091 -7.582 -2.349
N -3.086 -6.631 -0.438
H -3.570 -6.752 -2.667
H -3.143 -8.430 -2.896
H -3.130 -5.776 -0.973
H -2.909 -6.587 0.555
C -0.970 0.460 2.554
O 0.157 0.688 2.196
N -1.630 -0.619 2.151
N -1.785 1.220 3.295
H -0.990 -1.177 1.604
H -2.514 -0.988 2.472
H -2.685 0.972 3.680
H -1.426 2.103 3.631
O -5.033 -2.267 1.629
H -5.983 -2.285 1.511
H -4.682 -2.592 0.800
O -3.667 -2.198 -3.777
H -3.854 -1.572 -4.477
H -2.771 -2.489 -3.948
```

Properties
Orbital gap   3.14 eV
Total charge   +1
LUMO level   -8.85 eV

No. 6
Entry from OMol25: one molecule with the formula C12H16Si (the ωB97M-V functional and the def2-TZVPD basis).

```
29
Properties=species:S:1:pos:R:3
C -2.918 2.463 -0.718
C -2.319 2.698 0.537
C -2.247 1.704 -1.702
C -1.166 2.001 0.826
C -1.054 1.060 -1.306
C -0.490 1.156 -0.016
C 0.006 -2.832 0.441
C 0.527 -1.712 -0.039
C 0.120 -3.641 -0.828
C 0.897 -2.339 -1.354
C 1.257 0.259 2.554
C 2.523 0.852 -0.158
Si 0.955 0.118 0.600
H -3.824 3.007 -0.909
H -2.707 3.461 1.233
H -2.808 1.257 -2.586
H -0.729 2.318 1.819
H -0.539 0.373 -1.995
H -0.399 -3.020 1.551
H 0.434 -4.711 -0.824
H -0.783 -3.865 -1.444
H 0.422 -1.845 -2.172
H 1.940 -2.524 -1.480
H 1.955 -0.528 2.767
H 2.123 1.044 2.810
H 0.468 0.273 3.267
H 3.158 0.120 -0.719
H 2.201 1.571 -0.902
H 2.997 1.284 0.743
```

Properties
Orbital gap   9.90 eV
Total charge   0
SMILES   C[Si](C)(C1=CCC1)c1ccccc1
LUMO level   0.85 eV
Energy relative to the best compared isomer or geometry (same formula, charge and spin)   76.92 kcal/mol

No. 7
Entry from OMol25: C18H26F5FeN4OSb2Te as an isolated structure (the ωB97M-V functional and the def2-TZVPD basis).

```
58
Properties=species:S:1:pos:R:3
Fe 0.700 -0.521 0.216
N 2.843 -3.430 1.779
C 3.737 -2.482 2.231
C 3.126 -1.278 2.077
N 1.866 -1.482 1.561
C 1.737 -2.794 1.376
C 0.542 -3.225 0.682
N -0.199 -2.255 0.169
C -1.263 -2.843 -0.463
C -1.160 -4.192 -0.310
N -0.011 -4.417 0.416
H 3.029 -4.419 1.718
H 4.704 -2.749 2.619
H 3.498 -0.299 2.325
H -2.011 -2.273 -0.984
H -1.787 -4.997 -0.649
H 0.320 -5.323 0.710
C 0.676 1.939 2.842
Sb -0.786 0.555 2.140
C -1.100 -0.534 3.937
C -2.614 1.788 2.207
C -2.356 3.197 2.552
C -2.103 3.537 3.883
C -1.779 4.826 4.248
C -1.691 5.842 3.278
C -1.960 5.552 1.970
C -2.334 4.243 1.565
C -2.725 4.028 0.203
Sb -0.919 3.309 -1.045
C -1.925 3.657 -2.889
C 0.208 5.118 -0.955
H 0.282 2.555 3.648
H 1.020 2.573 2.027
H 1.520 1.362 3.222
H -1.185 0.183 4.753
H -0.244 -1.182 4.121
H -2.003 -1.136 3.879
H -3.162 1.296 3.013
H -3.156 1.634 1.281
H -2.164 2.771 4.648
H -1.594 5.058 5.288
H -1.437 6.850 3.575
H -1.939 6.334 1.221
H -2.946 4.932 -0.360
H -3.424 3.224 -0.002
H -2.095 4.722 -3.033
H -2.875 3.126 -2.897
H -1.311 3.283 -3.706
H -0.259 5.895 -1.557
H 1.208 4.923 -1.340
H 0.299 5.451 0.079
F 1.823 -0.465 -3.895
Te 1.863 0.274 -2.223
F 1.592 2.005 -2.819
F 3.661 0.557 -2.382
F 2.351 -1.349 -1.326
F 2.055 0.955 -0.390
O 0.167 -0.072 -1.670
```

Properties
Orbital gap (spin up / spin down)   4.48 / 3.99 eV
Total charge   +2
2S+1   2
Expectation value of S²   0.808
LUMO level (spin up / spin down)   -8.19 / -8.55 eV
Energy relative to the best compared isomer or geometry (same formula, charge and spin)   13.06 kcal/mol

In hartree, the DFT total energy values for the records above are, in order, -6030.01570; -4053.53098; -875.16390; -407.87919; -1787.63023; -756.24906; -3506.71632.